[1]
Formula: C6H7I
Source: the Open Molecules 2025 dataset
Level of theory: ωB97M-V with the def2-TZVPD basis set

Geometry as XYZ:
```
14
C6H7I, DFT ωB97M-V with the def2-TZVPD basis set
C -0.36487 1.37946 -0.39833
C 0.77135 1.45202 0.20270
C -0.54058 -0.98705 0.03558
C -0.72428 -2.19531 0.40588
C -1.03794 0.11736 -0.79939
C 1.68901 0.53900 0.76316
I 3.37414 -0.12848 -0.08666
H -0.95428 2.21770 -0.59209
H 1.16663 2.43179 0.24396
H -0.12887 -2.56300 1.21470
H -1.37300 -2.91313 -0.14852
H -2.17138 0.32550 -0.62867
H -1.00747 -0.08835 -1.88683
H 0.45604 -0.64157 0.67084
```

Total charge: 0
Energy relative to the best compared isomer or geometry (same formula, charge and spin) in kJ/mol: 447.2
HOMO-LUMO gap (spin up / spin down) in eV: 7.001 / 7.001
HOMO (spin up / spin down) in eV: -7.662 / -7.663

[2]
Formula: C6H7IO2
Source: the Open Molecules 2025 dataset
Level of theory: ωB97M-V with the def2-TZVPD basis set

Geometry as XYZ:
```
16
C6H7IO2, DFT ωB97M-V with the def2-TZVPD basis set
C -1.65096 1.83436 -0.58774
C -1.24822 1.09629 0.55568
C -0.72748 1.56800 -1.52691
C -0.15336 0.29636 0.20084
C 2.01340 -1.18432 0.17612
C 0.64640 -0.79167 0.78164
O 0.14734 0.68451 -1.10600
O -0.53187 -2.35577 0.34137
I 0.61910 -0.74152 2.91292
H -2.51431 2.48613 -0.59985
H -1.73214 1.09557 1.42731
H -0.49349 1.74254 -2.52805
H 2.84430 -0.74755 0.88863
H 2.12353 -0.72925 -0.89970
H 1.90887 -2.27201 0.19454
H -1.25112 -1.98169 -0.23079
```

Total charge: 0
Energy relative to the best compared isomer or geometry (same formula, charge and spin) in kJ/mol: 247.4
HOMO-LUMO gap in eV: 8.660
HOMO in eV: -8.865

[3]
Formula: C6H7Li2O6
Source: the Open Molecules 2025 dataset
Level of theory: ωB97M-V with the def2-TZVPD basis set

Geometry as XYZ:
```
21
C6H7Li2O6, DFT ωB97M-V with the def2-TZVPD basis set
Li -0.24085 2.98830 -0.30438
O 1.06655 1.47272 -1.15410
O 2.15945 0.43401 0.52789
C 2.26400 -0.77547 -0.22437
C 1.22337 -1.79242 0.23292
O 1.26828 2.42410 0.82977
C 1.47757 1.48253 0.03911
H 2.16305 -0.56137 -1.29451
H 3.26850 -1.16712 -0.02737
H 1.30206 -1.96243 1.31299
H 1.43153 -2.73943 -0.28642
Li -0.56068 0.68225 -1.77662
O -0.47678 -1.15646 -1.32062
O -0.99602 -1.18817 0.84616
C -2.64854 -0.22008 0.48834
C -2.28576 1.17652 0.46690
O -1.66698 1.72469 -0.51886
C -0.18994 -1.37210 -0.12634
H -2.94472 -0.64859 -0.47308
H -3.21551 -0.54837 1.36072
H -2.39857 1.74688 1.40185
```

Total charge: 0
Multiplicity: 2
HOMO-LUMO gap (spin up / spin down) in eV: 7.415 / 9.452
HOMO (spin up / spin down) in eV: -7.546 / -9.930

[4]
Formula: C6H7LiMgO6
Source: the Open Molecules 2025 dataset
Level of theory: ωB97M-V with the def2-TZVPD basis set

Geometry as XYZ:
```
21
C6H7LiMgO6, DFT ωB97M-V with the def2-TZVPD basis set
Mg 2.89937 2.92265 0.07894
O 0.95519 2.36449 0.31107
O 0.47039 -0.82673 -0.59742
C 1.78116 -1.36402 -0.70359
C 2.76471 -0.61151 0.17569
O 2.41406 0.80166 0.15108
C 1.12923 1.14691 0.26246
H 1.78803 -2.42093 -0.40160
H 2.07012 -1.28170 -1.75807
H 3.78852 -0.67891 -0.19812
H 2.72485 -0.91604 1.22733
Li -5.54604 0.04406 -0.83157
O -4.23141 -1.09196 0.11901
O -2.08548 -0.60081 -0.11901
C -1.32058 0.42526 0.44668
C 0.13223 0.04467 0.49708
O -3.67368 0.65117 -1.12665
C -3.39027 -0.33314 -0.40809
H -1.70924 0.66828 1.44480
H -1.33359 1.42866 -0.06671
H 0.37242 -0.37206 1.49667
```

Total charge: +2
Energy relative to the best compared isomer or geometry (same formula, charge and spin) in kJ/mol: 60.8
HOMO-LUMO gap in eV: 2.851
HOMO in eV: -14.473

Sequential E output: -14430.0779 -18527.5278 -19033.8477 -24253.3532 eV